#P
A 2-piece molecular cluster, C3H7O3 overall. Source: OMol25; level of theory: ωB97M-V with the def2-TZVPD basis set.

Cartesian coordinates (Å):
C1 -0.72338 -0.49965 -1.48056
O1 -1.10050 -1.01839 -0.22907
C2 0.68677 -0.95260 -1.83727
H1 -0.71644 0.59125 -1.38277
H2 -1.46705 -0.76413 -2.23346
H3 0.90704 -0.71451 -2.88330
H4 0.70304 -2.04257 -1.76154
H5 1.39171 -0.52983 -1.13185
O2 0.77069 1.87171 0.85086
C3 0.10770 1.07225 1.50560
O3 0.31244 -0.17407 1.62188
H6 -0.77211 1.50520 2.04524
H7 -0.40983 -0.73753 0.45862

Output
frontier orbital gap = 9.0020 eV
net charge = -1
highest occupied orbital energy = -4.69 eV
LUMO energy = 4.32 eV

***

#Q
A 2-piece molecular cluster, C3H7O3 overall. Source: OMol25; level of theory: ωB97M-V with the def2-TZVPD basis set.

Cartesian coordinates (Å):
O1 3.46748 -0.41267 -0.55708
C1 2.67801 -0.43522 0.38535
O2 1.75719 0.36833 0.68676
H1 2.69873 -1.31024 1.08987
H2 0.03218 0.80159 0.99388
C2 -1.63983 0.08805 0.37511
O3 -0.89082 0.81458 1.33654
C3 -1.06694 0.13550 -1.06065
H3 -1.56961 -0.97545 0.65687
H4 -2.67014 0.42959 0.41845
H5 -0.98753 -0.82985 -1.54941
H6 -1.74018 0.75836 -1.66010
H7 -0.06854 0.56743 -1.11558

Output
frontier orbital gap = 8.4252 eV
net charge = -1
highest occupied orbital energy = -4.37 eV
LUMO energy = 4.06 eV

***

#R
A 2-piece molecular cluster, C3H7O3 overall. Source: OMol25; level of theory: ωB97M-V with the def2-TZVPD basis set.

Cartesian coordinates (Å):
C1 2.24064 0.53245 1.53022
O1 2.39445 0.66248 3.00976
H1 1.65008 1.08141 3.40896
H2 2.82658 1.47243 1.04025
H3 2.70946 -0.42855 1.28421
H4 1.15160 0.42123 1.06564
C2 -2.50462 0.39051 -1.22069
C3 -1.16914 -0.49673 -1.32258
O2 -0.42065 -0.27382 -0.38333
O3 -0.89347 -1.22562 -2.28040
H5 -3.43245 -0.32877 -1.22652
H6 -2.50012 1.11906 -1.97091
H7 -2.44903 0.80147 -0.29156

Output
frontier orbital gap = 7.5284 eV
net charge = -1
highest occupied orbital energy = -3.89 eV
LUMO energy = 3.64 eV

***

Which structure is most stable? #P, by 2.0 kcal/mol over the runner-up.

***

#P
A 2-piece molecular cluster, C3H7O3 overall. Source: OMol25; level of theory: ωB97M-V with the def2-TZVPD basis set.

Cartesian coordinates (Å):
C1 -1.35372 2.29711 -0.05026
C2 -0.63834 1.01758 -0.56966
O1 -0.17827 0.98142 -1.71341
O2 -0.60626 0.08369 0.29199
H1 -1.19856 2.30237 1.02293
H2 -2.37260 2.28520 -0.43796
H3 -0.75492 3.14313 -0.40240
C3 1.34353 -2.50166 1.23853
O3 1.37294 -1.47843 0.31012
H4 0.52915 -0.85960 0.31242
H5 1.64769 -2.20924 2.26605
H6 2.05510 -3.26642 0.93870
H7 0.33693 -2.92485 1.39092

Output
frontier orbital gap = 8.7802 eV
net charge = -1
highest occupied orbital energy = -4.54 eV
LUMO energy = 4.24 eV

***

#Q
A 2-piece molecular cluster, C3H7O3 overall. Source: OMol25; level of theory: ωB97M-V with the def2-TZVPD basis set.

Cartesian coordinates (Å):
O1 -0.39652 0.15452 0.89085
C1 -0.43328 0.10534 -0.35896
O2 -1.28079 0.54590 -1.15432
C2 0.87612 -0.46006 -1.04732
C3 1.28184 0.38348 -2.25108
H1 1.69564 -0.38571 -0.32866
H2 0.67084 -1.49426 -1.33210
H3 0.54374 0.35295 -3.05205
H4 1.27290 1.43011 -1.93224
H5 2.23415 0.12203 -2.71845
H6 -0.35335 0.18054 2.86095
H7 -0.02064 -1.19142 2.79297
O3 -0.38705 -0.59515 3.45104

Output
frontier orbital gap = 8.5016 eV
net charge = -1
highest occupied orbital energy = -4.28 eV
LUMO energy = 4.22 eV

***

#R
A 2-piece molecular cluster, C3H7O3 overall. Source: OMol25; level of theory: ωB97M-V with the def2-TZVPD basis set.

Cartesian coordinates (Å):
O1 2.19287 1.20858 -1.64667
C1 1.32553 1.11364 -0.76335
O2 0.64043 1.96706 -0.16266
C2 0.97453 -0.39010 -0.36610
C3 -0.41174 -0.85982 -0.78852
H1 1.83977 -1.01295 -0.60428
H2 0.95910 -0.51182 0.73780
H3 -1.17001 -0.39964 -0.15955
H4 -0.62854 -0.66542 -1.84153
H5 -0.54226 -1.93699 -0.64448
H6 -1.97136 0.19539 1.40495
H7 -1.16047 0.77135 2.50582
O3 -2.04785 0.52072 2.32858

Output
frontier orbital gap = 7.9943 eV
net charge = -1
highest occupied orbital energy = -3.96 eV
LUMO energy = 4.03 eV

***

Which structure is most stable? #Q, by 8.9 kcal/mol over the runner-up.

***

#P
AsF6Rb as an isolated structure. Source: OMol25; level of theory: ωB97M-V with the def2-TZVPD basis set.

Cartesian coordinates (Å):
Rb1 -0.51532 1.24508 3.37076
As1 0.07075 -0.20391 -0.49505
F1 -0.33615 -1.29547 -1.77338
F2 1.13520 -1.33944 0.29409
F3 0.52194 0.95393 0.74236
F4 -1.02139 0.97227 -1.19797
F5 -1.25705 -0.73041 0.51222
F6 1.40202 0.39794 -1.45303

Output
frontier orbital gap = 10.4649 eV
highest occupied orbital energy = -11.94 eV
LUMO energy = -1.48 eV

***

#Q
AsF6Rb as an isolated structure. Source: OMol25; level of theory: ωB97M-V with the def2-TZVPD basis set.

Cartesian coordinates (Å):
Rb1 0.13924 -0.50692 -3.24448
As1 -0.01665 0.07248 0.48103
F1 -1.03520 0.57222 -0.86424
F2 -1.11013 0.88288 1.55474
F3 0.92904 -0.40875 1.84711
F4 1.08724 -0.72004 -0.65562
F5 0.96449 1.50498 0.32269
F6 -0.95803 -1.39686 0.55877

Output
frontier orbital gap = 11.0452 eV
highest occupied orbital energy = -12.30 eV
LUMO energy = -1.25 eV

***

Which structure is most stable? #Q, by 7.3 kcal/mol over the runner-up.

***

#P
A 5-piece molecular cluster, C3H12O4 overall. Source: OMol25; level of theory: ωB97M-V with the def2-TZVPD basis set.

Cartesian coordinates (Å):
C1 -2.04754 -1.14202 0.66290
O1 -1.19920 -1.07415 1.72903
C2 -1.54372 -0.25255 -0.46185
C3 -2.26623 0.37747 -1.38143
H1 -2.28113 -2.19058 0.41268
H2 -3.05896 -0.78519 1.00325
H3 0.84221 2.25988 -1.07062
H4 -0.44850 -0.16085 -0.44104
H5 -1.69125 0.78349 -2.21044
H6 -3.34506 0.32146 -1.47336
H7 -0.14919 -0.04577 1.79566
H8 1.47887 0.31752 1.41546
O2 0.52783 0.60109 1.51562
H9 3.81026 -0.15558 1.58070
H10 0.90030 2.21878 -1.81066
O3 2.98566 -0.56044 1.30542
H11 2.45244 -0.48965 -1.65994
H12 2.77194 -0.14243 0.03343
O4 2.26128 0.11954 -0.94481

Output
frontier orbital gap (spin up / spin down) = 7.7706 / 5.4616 eV
spin multiplicity = 2
net charge = -1
highest occupied orbital energy (spin up / spin down) = -4.25 / -4.25 eV
LUMO energy (spin up / spin down) = 3.52 / 1.21 eV

***

#Q
A 4-piece molecular cluster, C3H12O4 overall. Source: OMol25; level of theory: ωB97M-V with the def2-TZVPD basis set.

Cartesian coordinates (Å):
C1 0.11930 1.58341 0.46476
C2 -0.20565 0.30583 0.27491
O1 -0.37387 -0.19597 -1.00817
C3 -0.73378 -0.60011 1.35704
H1 -0.07301 2.00632 1.44504
H2 0.43379 2.25277 -0.32007
H3 -1.27665 0.05570 -1.30131
H4 -0.99128 0.01829 2.21584
H5 -0.00661 -1.34872 1.67818
H6 -1.59568 -1.15880 0.99238
H7 2.25260 -2.21411 -0.96210
H8 1.52733 -0.89998 -1.09336
O2 2.39024 -1.31289 -1.20697
H9 -3.26191 1.27141 -2.54900
H10 -3.11988 -0.15408 -3.01200
O3 -2.76858 0.45058 -2.32186
H11 2.32942 -0.23297 1.06550
H12 2.84851 0.49955 2.27880
O4 2.50570 -0.32624 2.00239

Output
frontier orbital gap (spin up / spin down) = 2.6181 / 9.4288 eV
spin multiplicity = 2
net charge = -1
highest occupied orbital energy (spin up / spin down) = 0.56 / -6.31 eV
LUMO energy (spin up / spin down) = 3.18 / 3.12 eV

***

Which structure is most stable? #Q, by 56.9 kcal/mol over the runner-up.

***

#P
C6H13N3 as an isolated structure. Source: OMol25; level of theory: ωB97M-V with the def2-TZVPD basis set.

Cartesian coordinates (Å):
C1 1.43572 1.99118 0.18554
C2 -1.61899 -1.78813 0.79683
C3 -0.09751 0.21241 -1.98084
C4 -0.13214 0.34441 1.07734
C5 -0.70578 -0.68187 0.37849
C6 0.22173 -0.63757 -0.77250
N1 -0.55058 1.00308 2.22137
N2 0.93914 -1.77224 -1.07682
N3 1.02672 0.61321 0.39363
H1 -1.54618 1.10573 2.33578
H2 -0.02174 1.81932 2.48410
H3 1.23241 -1.96377 -2.02245
H4 1.25087 -2.32720 -0.29474
H5 2.09624 2.02914 -0.68315
H6 2.01590 2.36134 1.03982
H7 0.60255 2.69056 0.01055
H8 -1.09793 -2.74508 0.92900
H9 -2.42708 -1.95884 0.07893
H10 -2.07197 -1.54589 1.76005
H11 -0.60880 1.12224 -1.67888
H12 -0.75280 -0.34886 -2.65329
H13 0.81023 0.47683 -2.52875

Output
frontier orbital gap = 7.8690 eV
highest occupied orbital energy = -6.87 eV
LUMO energy = 1.00 eV

***

#Q
C6H13N3 as an isolated structure. Source: OMol25; level of theory: ωB97M-V with the def2-TZVPD basis set.

Cartesian coordinates (Å):
C1 -2.36188 0.37217 0.38781
N1 -2.09947 1.15799 -0.76425
C2 -1.45113 -0.90959 0.42635
N2 -1.70794 -2.02658 0.12586
H1 -2.61888 0.82756 -1.56873
H2 -1.10323 1.14757 -1.02444
H3 -2.08298 0.89867 1.30731
H4 -3.40460 0.05739 0.43886
C3 1.78865 1.02420 -1.27067
C4 1.16834 -1.70912 0.69028
N3 0.58150 0.24227 -1.22333
C5 0.35718 -0.43861 0.61216
C6 0.55588 0.52990 1.51984
H5 0.69988 -0.64608 -1.70484
H6 2.00573 1.27949 -2.31922
H7 2.66844 0.51294 -0.83961
H8 1.64538 1.96307 -0.72749
H9 0.92708 -2.27592 1.59132
H10 2.23484 -1.51795 0.66131
H11 0.91014 -2.35786 -0.14374
H12 1.24442 0.39080 2.33961
H13 0.04264 1.47770 1.48564

Output
frontier orbital gap (spin up / spin down) = 7.2479 / 7.7828 eV
highest occupied orbital energy (spin up / spin down) = -8.23 / -8.50 eV
LUMO energy (spin up / spin down) = -0.98 / -0.72 eV

***

#R
C6H13N3 in the gas phase. Source: OMol25; level of theory: ωB97M-V with the def2-TZVPD basis set.

Cartesian coordinates (Å):
C1 -0.94511 -2.09275 -0.66243
C2 -0.27192 -1.00677 0.12195
C3 -0.54573 -0.75667 1.40288
N1 -0.50176 -1.11912 2.58952
C4 0.32438 0.22984 -0.49368
C5 1.79466 0.42845 -0.14278
C6 0.07419 0.41655 -1.98038
N2 -0.49770 1.27555 0.35562
N3 -0.27348 1.77515 1.68209
H1 -0.22341 -2.63152 -1.27997
H2 -1.72254 -1.70694 -1.32611
H3 -1.41692 -2.79307 0.02548
H4 -1.05343 -0.59634 3.26124
H5 2.11270 1.44049 -0.39602
H6 1.96348 0.24470 0.91621
H7 2.39370 -0.28190 -0.71129
H8 -0.98094 0.31650 -2.22673
H9 0.41444 1.40659 -2.28018
H10 0.62791 -0.33153 -2.54606
H11 -1.47414 1.32534 0.07836
H12 -0.50594 2.76597 1.67599
H13 0.70755 1.69150 1.93632

Output
frontier orbital gap = 7.6616 eV
highest occupied orbital energy = -6.76 eV
SMILES = CC(=C=N)C(C)(C)NN
LUMO energy = 0.90 eV

***

Which structure is most stable? #P, by 57.0 kcal/mol over the runner-up.

***

#P
C10H11NO2 in the gas phase. Source: OMol25; level of theory: ωB97M-V with the def2-TZVPD basis set.

Cartesian coordinates (Å):
C1 -1.03065 -1.78311 -1.19511
C2 -1.39177 -0.54257 -1.47650
C3 -1.52454 0.53341 -0.48811
C4 -2.16778 1.64309 -0.67321
C5 -0.75672 0.27225 0.80983
C6 -0.28594 1.53313 1.51956
C7 -1.62796 -0.41722 1.73816
N1 -2.33983 -0.94051 2.45753
O1 0.41714 -0.54684 0.65294
C8 1.41610 -0.16969 -0.06672
O2 1.42572 0.79096 -0.79853
C9 2.65599 -0.96994 0.14981
C10 3.73558 -0.92760 -0.61977
H1 -1.18287 -2.51594 -1.95733
H2 -0.60687 -1.99028 -0.28075
H3 -1.88295 -0.17499 -2.39268
H4 -2.23376 2.39880 0.11027
H5 -2.58792 1.82243 -1.59560
H6 -0.14788 2.39795 0.74402
H7 0.59277 1.38361 2.25866
H8 -1.04814 1.89353 2.24942
H9 2.54857 -1.67657 0.98753
H10 4.55586 -1.55425 -0.58051
H11 3.46785 -0.45964 -1.55290

Output
frontier orbital gap = 9.8657 eV
highest occupied orbital energy = -9.51 eV
SMILES = C=CC(=C)[C@@](C)(C#N)OC(=O)C=C
LUMO energy = 0.35 eV

***

#Q
C10H11NO2 in the gas phase. Source: OMol25; level of theory: ωB97M-V with the def2-TZVPD basis set.

Cartesian coordinates (Å):
C1 -3.11241 -1.05377 -0.97550
C2 -2.34193 -1.24740 0.32194
C3 -1.06726 -0.43200 0.20721
C4 -0.66304 0.60663 0.87697
C5 0.64198 1.41454 1.04023
C6 1.83899 1.34377 0.48078
C7 2.39448 0.26502 -0.34502
C8 3.23695 0.70643 -1.56227
N1 3.10601 -0.78610 0.63626
O1 2.46095 -1.07285 1.59742
O2 4.13223 -1.26129 0.29792
C9 1.24045 -0.57807 -0.71236
C10 0.06934 -0.95708 -0.50912
H1 -4.08037 -1.71167 -1.06965
H2 -2.46648 -1.25337 -1.84331
H3 -3.40008 -0.01585 -1.32872
H4 -2.02921 -2.28677 0.43999
H5 -3.10922 -0.91895 1.05816
H6 -1.45790 1.11332 1.43701
H7 0.42535 2.34034 1.63959
H8 2.63296 2.07760 0.79319
H9 3.92284 1.53693 -1.29335
H10 2.34791 0.88510 -2.21138
H11 3.97889 -0.09548 -1.87082

Output
frontier orbital gap = 8.9166 eV
highest occupied orbital energy = -8.93 eV
SMILES = CCC1=CC=C[C@@](C)([N+](=O)[O-])C#C1
LUMO energy = -0.01 eV

***

#R
C10H11NO2 as an isolated structure. Source: OMol25; level of theory: ωB97M-V with the def2-TZVPD basis set.

Cartesian coordinates (Å):
C1 1.74326 -1.22015 -1.26951
C2 0.27754 -1.46371 -1.46010
C3 -0.31764 -0.16022 -0.71838
C4 -1.62824 0.49007 -0.83063
C5 -1.64184 1.53026 0.18853
C6 -2.74170 2.40667 1.96016
C7 -0.81247 1.65691 1.28549
C8 0.38398 1.01342 1.35264
C9 0.69822 0.19586 0.15093
C10 1.69678 -0.69578 0.01444
H1 3.38526 -2.08186 -0.87955
H2 2.31867 -2.92016 -2.15784
H3 1.95506 -0.56492 -2.12413
H4 -0.07600 -2.36451 -0.52081
H5 -0.13959 -1.92853 -2.52966
H6 -2.60686 0.13216 -1.21517
H7 -3.41542 1.59434 2.44548
H8 -3.18691 3.37674 1.83102
H9 1.22525 1.03119 2.05778
H10 1.86355 -1.60115 0.71842
H11 2.75194 -0.27481 0.12596
N1 2.53935 -2.45201 -1.19929
O1 -2.84217 1.98219 0.41187
O2 -1.42999 2.31798 2.36235

Output
frontier orbital gap = 8.4141 eV
highest occupied orbital energy = -7.65 eV
LUMO energy = 0.76 eV

***

Which structure is most stable? #P, by 51.6 kcal/mol over the runner-up.